Run a
Density functional theory data (the ωB97M-V functional and the def2-TZVPD basis) for one molecule with the formula C3HNO2.

XYZ file:
```
7
Properties=species:S:1:pos:R:3
O 1.535 1.067 -1.025
C 1.090 0.843 0.048
C -0.471 -0.049 0.181
O 0.628 -0.644 0.419
C -1.576 -0.926 -0.146
N -2.445 -1.615 -0.487
H 1.239 1.324 1.012
```

Calculated values
* HOMO-LUMO gap: 8.9 eV
* LUMO: -0.0567 hartree
* highest occupied orbital energy: -0.382 hartree

---

Run b
Density functional theory data (the ωB97M-V functional and the def2-TZVPD basis) for one molecule with the formula C3HNO2.

XYZ file:
```
7
Properties=species:S:1:pos:R:3
O 2.114 0.114 0.054
C 1.328 -0.315 -0.716
C -0.345 0.123 0.704
O -0.077 -0.164 -0.549
C -1.730 0.405 0.875
N -2.781 0.689 1.282
H 1.491 -0.851 -1.649
```

Calculated values
* HOMO-LUMO gap: 8.4 eV
* LUMO: -0.0606 hartree
* highest occupied orbital energy: -0.371 hartree

---

Run c
Density functional theory data (the ωB97M-V functional and the def2-TZVPD basis) for a 2-piece molecular cluster, C3HNO2 overall.

XYZ file:
```
7
Properties=species:S:1:pos:R:3
O -2.648 -1.609 -0.045
C -2.402 -0.477 0.171
C -2.984 0.700 0.000
O -2.887 1.882 0.034
C 0.829 1.117 0.823
N 0.992 1.551 -0.213
H 0.624 0.584 1.797
```

Calculated values
* HOMO-LUMO gap (spin up / spin down): 7.5 / 7.5 eV
* LUMO (spin up / spin down): -0.0663 / -0.0659 hartree
* highest occupied orbital energy (spin up / spin down): -0.341 / -0.342 hartree

---

Quick one: most stable of them? run b

---

Run a
Density functional theory data (the ωB97M-V functional and the def2-TZVPD basis) for a 2-piece molecular cluster, C3H11N2O overall.

XYZ file:
```
17
Properties=species:S:1:pos:R:3
C -0.126 -0.284 2.482
C 0.230 -0.198 1.024
C 0.793 0.892 0.493
N 0.868 1.126 -0.949
N -0.226 -1.260 0.283
H -1.098 0.208 2.594
H 0.601 0.193 3.119
H -0.325 -1.312 2.781
H 1.051 1.708 1.137
H 0.768 0.247 -1.486
H 1.795 1.528 -1.205
H 0.082 1.744 -1.283
H -0.541 -2.108 0.717
H -0.368 -1.257 -0.712
H -0.751 -0.502 -3.672
H -1.844 -0.467 -2.576
O -0.908 -0.256 -2.748
```

Calculated values
* HOMO-LUMO gap (spin up / spin down): 3.9 / 9.2 eV
* multiplicity: 2
* LUMO (spin up / spin down): 0.0312 / 0.0200 hartree
* highest occupied orbital energy (spin up / spin down): -0.113 / -0.318 hartree

---

Run b
Density functional theory data (the ωB97M-V functional and the def2-TZVPD basis) for a 2-piece molecular cluster, C3H11N2O overall.

XYZ file:
```
17
Properties=species:S:1:pos:R:3
C 0.167 2.506 -1.522
N -0.684 1.317 -1.151
C -0.548 1.020 0.217
O -1.194 -0.274 0.613
H -0.156 3.388 -0.968
H 0.146 2.664 -2.600
H 1.204 2.280 -1.234
H -0.393 0.475 -1.723
H 0.486 0.994 0.539
H -1.067 1.791 0.801
H -2.164 -0.167 0.453
C 0.627 -1.856 0.787
N 1.529 -2.749 1.028
H 0.847 -0.877 1.189
H -0.250 -2.043 0.175
H 1.440 -3.643 0.581
H 2.066 -2.662 1.849
```

Calculated values
* HOMO-LUMO gap (spin up / spin down): 6.3 / 10.1 eV
* multiplicity: 2
* LUMO (spin up / spin down): 0.0403 / 0.0386 hartree
* highest occupied orbital energy (spin up / spin down): -0.190 / -0.331 hartree

---

Quick one: most stable of them? run b

---

Run a
Density functional theory data (the ωB97M-V functional and the def2-TZVPD basis) for a 9-piece molecular cluster, C18H54O18 overall.

XYZ file:
```
90
Properties=species:S:1:pos:R:3
O 2.580 -0.283 3.624
C 3.283 -1.364 3.049
C 3.743 -2.263 4.154
O 4.686 -3.242 3.713
H 2.978 0.579 3.412
H 2.693 -1.921 2.309
H 4.097 -0.981 2.418
H 2.877 -2.711 4.662
H 4.190 -1.704 4.992
H 4.666 -3.917 4.412
O 5.869 2.571 0.412
C 5.070 1.426 0.778
C 3.759 1.871 1.421
O 3.901 1.994 2.838
H 6.751 2.271 0.182
H 4.818 0.939 -0.171
H 5.669 0.823 1.461
H 3.058 1.092 1.118
H 3.431 2.804 0.957
H 4.340 2.842 2.969
O 6.115 -3.456 1.228
C 5.781 -4.660 0.567
C 6.915 -5.321 -0.178
O 7.980 -5.701 0.687
H 5.649 -3.425 2.070
H 5.344 -5.365 1.285
H 4.970 -4.445 -0.144
H 7.346 -4.679 -0.948
H 6.556 -6.192 -0.733
H 7.818 -6.577 1.044
O 4.927 -0.335 10.579
C 5.448 -1.202 9.595
C 5.077 -0.705 8.197
O 5.458 -1.645 7.224
H 5.142 -0.706 11.439
H 6.508 -1.449 9.687
H 4.945 -2.183 9.662
H 5.666 0.200 8.036
H 4.018 -0.446 8.176
H 4.789 -2.334 7.149
O 0.721 -5.867 3.744
C 0.858 -4.559 3.165
C -0.151 -4.349 2.067
O 0.125 -5.314 1.042
H 0.879 -6.520 3.055
H 0.612 -3.862 3.965
H 1.911 -4.510 2.880
H -0.052 -3.343 1.647
H -1.186 -4.458 2.394
H -0.622 -5.365 0.441
O 4.601 -4.985 6.053
C 4.077 -6.186 5.468
C 5.108 -6.981 4.681
O 6.077 -7.510 5.582
H 5.177 -5.289 6.767
H 3.616 -6.839 6.215
H 3.209 -5.902 4.861
H 5.618 -6.396 3.910
H 4.575 -7.812 4.218
H 6.698 -6.797 5.789
O 7.617 -2.060 3.895
C 7.618 -3.032 4.932
C 8.000 -4.377 4.301
O 8.111 -5.432 5.267
H 6.852 -2.249 3.340
H 8.366 -2.828 5.699
H 6.625 -3.013 5.389
H 8.974 -4.292 3.809
H 7.334 -4.607 3.469
H 9.008 -5.396 5.602
O 0.152 6.136 4.458
C 0.475 5.430 3.250
C 1.604 4.483 3.572
O 1.152 3.229 4.049
H -0.676 6.601 4.312
H -0.382 4.815 2.954
H 0.698 6.173 2.483
H 2.291 5.014 4.244
H 2.223 4.272 2.685
H 1.963 2.790 4.329
O -0.361 1.390 0.328
C -0.423 1.024 1.723
C -0.409 -0.477 1.816
O -0.242 -0.860 3.175
H -0.530 2.326 0.216
H 0.368 1.509 2.301
H -1.371 1.450 2.074
H 0.439 -0.893 1.256
H -1.308 -0.920 1.393
H 0.613 -0.520 3.473
```

Calculated values
* HOMO-LUMO gap: 10.2 eV
* LUMO: 0.0165 hartree
* highest occupied orbital energy: -0.358 hartree

---

Run b
Density functional theory data (the ωB97M-V functional and the def2-TZVPD basis) for a 9-piece molecular cluster, C18H54O18 overall.

XYZ file:
```
90
Properties=species:S:1:pos:R:3
O -1.873 -3.540 0.779
C -2.585 -3.015 -0.328
C -4.029 -3.431 -0.336
O -4.130 -4.815 -0.003
H -2.030 -4.484 0.868
H -2.463 -1.931 -0.283
H -2.090 -3.295 -1.269
H -4.411 -3.318 -1.365
H -4.680 -2.754 0.228
H -5.004 -5.126 -0.248
O -6.013 1.156 -2.900
C -5.139 1.782 -1.965
C -4.333 0.729 -1.266
O -5.185 -0.009 -0.378
H -6.052 1.679 -3.703
H -4.482 2.544 -2.402
H -5.754 2.306 -1.226
H -3.613 1.167 -0.582
H -3.827 0.016 -1.921
H -5.896 -0.452 -0.852
O -1.490 3.874 -0.243
C -2.641 4.483 0.356
C -3.417 3.497 1.188
O -2.754 3.026 2.336
H -1.397 2.991 0.139
H -2.313 5.288 1.021
H -3.277 4.848 -0.451
H -3.749 2.666 0.560
H -4.325 4.027 1.515
H -3.374 2.998 3.071
O 4.046 2.005 1.237
C 3.651 3.317 0.938
C 4.274 4.352 1.858
O 5.703 4.314 1.832
H 4.584 1.688 0.496
H 3.808 3.629 -0.098
H 2.569 3.444 1.122
H 3.939 4.231 2.895
H 3.934 5.337 1.533
H 5.916 3.374 1.864
O -3.298 -1.008 3.389
C -4.289 0.011 3.319
C -4.168 0.918 4.529
O -4.788 2.156 4.218
H -3.572 -1.687 4.011
H -4.189 0.545 2.378
H -5.290 -0.431 3.345
H -3.136 1.042 4.870
H -4.662 0.444 5.390
H -4.559 2.836 4.858
O -1.452 0.676 0.762
C -0.274 0.164 1.349
C 0.681 -0.200 0.233
O 2.036 -0.177 0.705
H -2.258 0.488 1.249
H 0.178 0.907 2.012
H -0.468 -0.759 1.902
H 0.601 0.474 -0.623
H 0.501 -1.235 -0.065
H 2.460 0.673 0.536
O 3.240 -0.521 -1.784
C 3.263 -1.705 -2.596
C 1.965 -1.925 -3.344
O 2.316 -2.751 -4.466
H 2.656 -0.694 -1.027
H 4.091 -1.611 -3.296
H 3.463 -2.513 -1.889
H 1.526 -0.988 -3.686
H 1.330 -2.510 -2.675
H 1.605 -3.381 -4.608
O 5.331 1.269 -1.146
C 6.435 1.497 -2.036
C 6.282 0.707 -3.314
O 7.103 1.330 -4.290
H 4.684 0.688 -1.569
H 6.453 2.565 -2.251
H 7.341 1.150 -1.544
H 5.273 0.547 -3.704
H 6.688 -0.299 -3.128
H 6.823 1.103 -5.178
O 1.576 -4.369 -1.155
C 1.313 -4.426 0.253
C 2.576 -4.458 1.069
O 3.196 -5.736 0.920
H 2.426 -4.786 -1.332
H 0.712 -3.546 0.465
H 0.741 -5.334 0.475
H 2.357 -4.199 2.110
H 3.265 -3.684 0.697
H 3.815 -5.849 1.645
```

Calculated values
* HOMO-LUMO gap: 10.1 eV
* LUMO: 0.0151 hartree
* highest occupied orbital energy: -0.355 hartree

---

Quick one: most stable of them? run a

---

Run a
Density functional theory data (the ωB97M-V functional and the def2-TZVPD basis) for C26H21N7O2S2V as an isolated structure.

XYZ file:
```
59
Properties=species:S:1:pos:R:3
V 0.299 -0.534 0.061
C 2.567 -4.069 -3.495
C 3.303 -3.866 -2.333
C 3.083 -2.735 -1.560
C 2.126 -1.803 -1.947
C 1.398 -2.002 -3.113
C 1.618 -3.134 -3.883
N 1.851 -0.677 -1.115
C 2.544 0.494 -1.272
C 3.477 0.776 -2.284
C 4.102 1.999 -2.311
C 3.854 2.995 -1.344
C 2.973 2.742 -0.329
C 2.317 1.503 -0.298
N 1.468 1.060 0.688
N 1.401 1.576 1.832
C 0.644 0.759 2.691
C 0.438 1.145 4.000
C -0.244 0.279 4.840
C -0.694 -0.937 4.347
C -0.462 -1.242 3.019
N 0.195 -0.415 2.204
H 2.739 -4.951 -4.098
H 4.052 -4.586 -2.029
H 3.645 -2.564 -0.649
H 0.657 -1.264 -3.403
H 1.047 -3.286 -4.790
H 3.693 0.030 -3.036
H 4.810 2.202 -3.104
H 4.359 3.948 -1.406
H 2.761 3.470 0.443
H 0.823 2.098 4.335
H -0.420 0.545 5.873
H -1.225 -1.636 4.976
H -0.815 -2.165 2.580
N -4.765 4.423 2.449
C -4.151 3.495 1.665
C -4.908 2.546 0.957
C -4.289 1.594 0.183
C -2.898 1.569 0.104
C -2.128 2.506 0.789
C -2.750 3.458 1.564
S -2.151 0.336 -0.844
O -0.746 0.788 -1.122
O -2.939 -0.012 -1.981
N -1.865 -0.879 0.177
C -1.603 -2.119 -0.364
S -2.580 -3.130 -1.352
C -1.285 -4.271 -1.422
C -0.211 -3.830 -0.741
N -0.394 -2.603 -0.132
H -5.759 4.547 2.383
H -4.239 5.200 2.806
H -5.989 2.574 1.017
H -4.875 0.875 -0.375
H -1.051 2.507 0.691
H -2.157 4.198 2.088
H -1.388 -5.191 -1.973
H 0.737 -4.337 -0.654
```

Calculated values
* HOMO-LUMO gap (spin up / spin down): 6.3 / 6.1 eV
* multiplicity: 3
* total charge: +1
* LUMO (spin up / spin down): -0.1549 / -0.1650 hartree
* highest occupied orbital energy (spin up / spin down): -0.387 / -0.389 hartree

---

Run b
Density functional theory data (the ωB97M-V functional and the def2-TZVPD basis) for C26H21N7O2S2V as an isolated structure.

XYZ file:
```
59
Properties=species:S:1:pos:R:3
V 0.853 -0.164 -0.552
C 0.254 -5.094 2.009
C 1.265 -4.856 1.085
C 1.159 -3.796 0.196
C 0.046 -2.970 0.224
C -0.955 -3.194 1.156
C -0.853 -4.259 2.043
N -0.007 -1.852 -0.677
C -0.973 -1.791 -1.647
C -2.185 -2.505 -1.733
C -3.028 -2.263 -2.784
C -2.713 -1.348 -3.815
C -1.527 -0.674 -3.791
C -0.663 -0.883 -2.706
N 0.558 -0.303 -2.467
N 1.285 0.319 -3.321
C 2.486 0.666 -2.684
C 3.471 1.357 -3.364
C 4.648 1.651 -2.704
C 4.816 1.260 -1.381
C 3.795 0.584 -0.759
N 2.644 0.277 -1.389
H 0.331 -5.924 2.701
H 2.134 -5.501 1.052
H 1.936 -3.600 -0.532
H -1.806 -2.522 1.200
H -1.641 -4.431 2.766
H -2.445 -3.239 -0.982
H -3.974 -2.790 -2.823
H -3.409 -1.192 -4.628
H -1.241 0.009 -4.581
H 3.290 1.640 -4.391
H 5.436 2.187 -3.217
H 5.721 1.484 -0.837
H 3.874 0.273 0.271
N -4.289 5.388 2.463
C -3.287 4.593 1.996
C -3.496 3.775 0.870
C -2.479 2.993 0.379
C -1.231 3.026 1.009
C -1.004 3.825 2.129
C -2.026 4.604 2.615
S 0.000 1.967 0.498
O 1.289 2.383 0.993
O -0.055 1.738 -0.972
N -0.361 0.456 1.022
C 0.571 -0.183 1.860
S 0.520 -0.373 3.551
C 1.968 -1.295 3.482
C 2.408 -1.402 2.212
N 1.602 -0.773 1.290
H -5.219 5.296 2.099
H -4.186 5.871 3.336
H -4.467 3.767 0.386
H -2.640 2.366 -0.490
H -0.028 3.838 2.599
H -1.858 5.240 3.475
H 2.409 -1.707 4.375
H 3.280 -1.949 1.887
```

Calculated values
* HOMO-LUMO gap (spin up / spin down): 6.2 / 6.4 eV
* multiplicity: 3
* total charge: +1
* LUMO (spin up / spin down): -0.1411 / -0.1535 hartree
* highest occupied orbital energy (spin up / spin down): -0.369 / -0.387 hartree

---

Quick one: most stable of them? run a

---

Run a
Density functional theory data (the ωB97M-V functional and the def2-TZVPD basis) for a 2-piece molecular cluster, C2H6S2 overall.

XYZ file:
```
10
Properties=species:S:1:pos:R:3
C 0.742 -0.175 1.316
S 1.885 -0.199 -0.029
S -1.885 0.213 0.029
C -0.736 0.153 -1.322
H 1.343 -0.342 2.233
H -0.046 -0.961 1.201
H 0.187 0.784 1.310
H -0.038 1.001 -1.233
H -1.294 0.225 -2.221
H -0.187 -0.807 -1.250
```

Calculated values
* HOMO-LUMO gap: 5.1 eV
* LUMO: -0.1241 hartree
* highest occupied orbital energy: -0.313 hartree

---

Run b
Density functional theory data (the ωB97M-V functional and the def2-TZVPD basis) for one molecule with the formula C2H6S2.

XYZ file:
```
10
Properties=species:S:1:pos:R:3
C -1.006 1.866 -0.034
S 0.537 1.005 0.351
S -0.200 -0.863 0.888
C 0.976 -1.875 -0.045
H -0.809 2.611 -0.808
H -1.635 1.134 -0.520
H -1.465 2.352 0.819
H 1.998 -1.712 0.284
H 0.664 -2.884 0.171
H 0.941 -1.635 -1.106
```

Calculated values
* HOMO-LUMO gap: 8.9 eV
* LUMO: 0.0265 hartree
* highest occupied orbital energy: -0.301 hartree

---

Quick one: most stable of them? run b

---

Run a
Density functional theory data (the ωB97M-V functional and the def2-TZVPD basis) for one molecule with the formula C5H8S3.

XYZ file:
```
16
Properties=species:S:1:pos:R:3
C 0.760 2.854 -0.071
S 0.934 1.292 0.815
C 0.735 0.121 -0.498
S 0.663 0.435 -2.084
C 0.706 -1.288 0.033
C -0.718 -1.976 -0.047
C -1.692 -1.163 0.781
S -3.081 -0.571 0.319
H 0.199 2.690 -0.970
H 0.273 3.545 0.550
H 1.745 3.258 -0.378
H 1.101 -1.273 1.046
H 1.401 -1.832 -0.572
H -0.976 -2.027 -1.082
H -0.626 -2.995 0.322
H -1.426 -1.070 1.835
```

Calculated values
* HOMO-LUMO gap: 8.5 eV
* LUMO: -0.0068 hartree
* highest occupied orbital energy: -0.319 hartree

---

Run b
Density functional theory data (the ωB97M-V functional and the def2-TZVPD basis) for C5H8S3 as an isolated structure.

XYZ file:
```
16
Properties=species:S:1:pos:R:3
C 2.382 -0.196 1.925
C 1.708 0.324 -0.955
C 1.908 -0.010 -2.326
C 0.418 0.983 -0.396
C -2.071 0.835 0.331
H 2.873 -1.071 2.540
H 3.246 0.656 1.673
H 1.292 0.345 2.440
H 1.447 0.364 -3.461
H 2.869 -0.431 -2.600
H 0.333 2.245 -0.835
H 0.723 1.134 0.700
H -1.784 1.992 0.159
S 2.174 -1.054 0.178
S -0.970 -0.185 -0.478
S -3.522 0.186 0.795
```

Calculated values
* HOMO-LUMO gap: 8.1 eV
* LUMO: -0.0169 hartree
* highest occupied orbital energy: -0.315 hartree

---

Run c
Density functional theory data (the ωB97M-V functional and the def2-TZVPD basis) for one molecule with the formula C5H8S3.

XYZ file:
```
16
Properties=species:S:1:pos:R:3
S -0.306 2.666 -0.340
C -0.026 1.126 0.384
C -1.402 0.447 0.648
S -2.148 -0.381 -0.851
C -1.125 -1.061 0.411
C 0.300 -1.278 -0.208
C 0.910 0.098 -0.390
S 2.724 0.011 -0.418
H -0.909 2.140 -1.346
H 0.623 1.297 1.295
H -2.002 0.614 1.489
H -1.761 -1.599 0.966
H 0.096 -1.909 -1.184
H 1.052 -1.994 0.326
H 0.843 0.235 -1.566
H 3.131 -0.409 0.785
```

Calculated values
* HOMO-LUMO gap: 9.6 eV
* LUMO: 0.0245 hartree
* highest occupied orbital energy: -0.329 hartree

---

Run d
Density functional theory data (the ωB97M-V functional and the def2-TZVPD basis) for one molecule with the formula C5H8S3.

XYZ file:
```
16
Properties=species:S:1:pos:R:3
S 2.172 0.808 -1.732
C 1.573 -0.777 -1.018
C 0.435 -0.690 -0.077
S -1.195 -0.542 -0.945
C -2.003 0.520 0.386
C -0.913 0.219 1.428
S 0.061 1.211 2.625
C 0.330 0.483 0.915
H 1.044 0.844 -2.485
H 2.450 -1.176 -0.391
H 1.471 -1.548 -1.907
H 0.355 -1.567 0.486
H -2.917 0.098 0.670
H -2.172 1.510 -0.107
H -1.018 -0.745 1.858
H 0.328 1.351 0.294
```

Calculated values
* HOMO-LUMO gap: 9.3 eV
* LUMO: 0.0084 hartree
* highest occupied orbital energy: -0.332 hartree

---

Quick one: most stable of them? run a